Entry 1:
{"formula": "C4H6N2", "method": "wB97M-V/def2-TZVPD", "e_tot_ha": -265.40731, "fmax_ev_per_a": 9.9, "smiles": "Nc1cc[nH]c1", "homo_energy_ha": -0.29103, "e_above_lowest_kcal_mol": 80.5, "lumo_energy_ev": 0.9049, "elements": ["N", "C", "C", "H", "C", "H", "H", "H", "C", "H", "H", "N"], "xyz": [[0.53764, 2.06977, 0.47998], [0.07769, -1.24464, -0.87760], [-0.67481, -0.21023, 0.86612], [-0.38524, -1.94185, -1.76429], [0.06972, 0.73352, 0.22423], [0.87834, 2.28476, 1.56394], [-0.73682, -2.53881, 0.67475], [1.38214, 2.21073, -0.14066], [0.49207, -0.05411, -1.00234], [-0.98369, -0.16670, 1.79595], [0.77433, 0.41371, -1.88594], [-0.64007, -1.44250, 0.16199]]}

=====

Entry 2:
{"formula": "C4H6N2", "method": "wB97M-V/def2-TZVPD", "e_tot_ha": -265.37491, "fmax_ev_per_a": 1.2, "homo_energy_ha": -0.33235, "e_above_lowest_kcal_mol": 100.8, "lumo_energy_ev": 0.7157, "elements": ["H", "H", "C", "C", "C", "C", "H", "H", "N", "H", "H", "N"], "xyz": [[0.59946, -0.71287, 1.33585], [-0.73740, 1.34214, 0.87634], [-0.78194, 0.17054, -1.04051], [0.79022, -0.23358, 0.36973], [-0.08887, 1.01330, 0.06033], [2.23759, -0.10784, 0.16387], [-2.82651, -0.29997, -0.08969], [0.46041, 1.86894, -0.33943], [3.37609, 0.00524, -0.00772], [-3.18769, -0.46774, 0.54323], [0.11058, -1.75423, -1.13670], [0.04806, -0.82395, -0.73529]]}

=====

Entry 3:
{"formula": "C4H6N2", "method": "wB97M-V/def2-TZVPD", "e_tot_ha": -265.49451, "fmax_ev_per_a": 2.2, "smiles": "CC#N.CC#N", "homo_energy_ha": -0.43571, "e_above_lowest_kcal_mol": 25.8, "lumo_energy_ev": 0.3247, "elements": ["H", "H", "H", "H", "N", "C", "H", "H", "N", "C", "C", "C"], "xyz": [[-15.06130, 8.39103, 2.29381], [-14.37204, 12.53639, 4.71603], [-15.70293, 8.79379, 0.70864], [-15.86091, 9.96608, 2.07206], [-13.01435, 10.42515, 0.83141], [-13.68179, 12.13063, 5.45563], [-12.98508, 11.54684, 4.85406], [-14.26132, 11.38672, 6.00230], [-12.84168, 13.74310, 7.27722], [-15.23200, 9.21252, 1.59802], [-13.24988, 13.03282, 6.49607], [-13.98237, 9.88352, 1.15887]]}

=====

What did the second record say?
{"formula": "C4H6N2", "method": "wB97M-V/def2-TZVPD", "e_tot_ha": -265.37491, "fmax_ev_per_a": 1.2, "homo_energy_ha": -0.33235, "e_above_lowest_kcal_mol": 100.8, "lumo_energy_ev": 0.7157, "elements": ["H", "H", "C", "C", "C", "C", "H", "H", "N", "H", "H", "N"], "xyz": [[0.59946, -0.71287, 1.33585], [-0.73740, 1.34214, 0.87634], [-0.78194, 0.17054, -1.04051], [0.79022, -0.23358, 0.36973], [-0.08887, 1.01330, 0.06033], [2.23759, -0.10784, 0.16387], [-2.82651, -0.29997, -0.08969], [0.46041, 1.86894, -0.33943], [3.37609, 0.00524, -0.00772], [-3.18769, -0.46774, 0.54323], [0.11058, -1.75423, -1.13670], [0.04806, -0.82395, -0.73529]]}